Record 1
60
Properties=species:S:1:pos:R:3:forces:R:3 method="wB97M-V/def2-TZVPD" orbital_gap_ev=9.6 e_homo_ev=-9.12 e_lumo_ev=0.52 multiplicity=1 de_lowest_kj_mol=20.5 smiles="CC[C@@H]1CC[C@@](O)(C(=O)NCCN(C(=O)c2ccnc3c2ncn3C)C(C)C)C1" total_energy_ev=-35875.1885
C -0.210047 0.754706 -7.293033 -0.091 0.065 -0.031
C -1.125396 -0.374481 -6.831169 0.147 -0.053 0.019
C -1.581350 -0.326451 -5.357559 -0.093 -0.142 0.021
C -3.065813 -0.000726 -5.168617 0.030 0.182 0.015
C -3.166499 0.239292 -3.668064 -0.005 -0.084 -0.022
C -1.933207 1.116307 -3.372055 -0.025 0.032 0.025
O -2.253199 2.475607 -3.589059 0.011 -0.011 0.027
C -1.474354 0.982662 -1.918856 0.026 0.046 -0.001
O -1.555300 1.939227 -1.156391 -0.021 -0.008 -0.007
N -1.008258 -0.216298 -1.522444 -0.003 -0.038 0.004
C -0.563211 -0.440557 -0.158818 -0.009 0.001 0.020
C 0.799842 0.201267 0.090374 0.012 0.016 -0.012
N 1.211102 0.058585 1.478856 -0.016 -0.036 -0.016
C 1.680137 -1.157519 1.840382 0.011 0.014 -0.011
O 1.791677 -2.081020 1.045132 0.004 -0.018 -0.007
C 2.077128 -1.389124 3.272074 -0.011 -0.005 0.014
C 3.369610 -1.777862 3.587414 0.006 0.001 -0.002
C 3.721963 -2.088460 4.904630 0.002 0.009 0.016
N 2.881537 -2.060319 5.936114 -0.003 -0.004 0.001
C 1.652796 -1.701586 5.603373 0.005 -0.018 -0.029
C 1.176391 -1.354514 4.331208 -0.010 0.017 0.018
N -0.167948 -1.031421 4.395393 -0.005 -0.008 0.000
C -0.470848 -1.190017 5.653550 0.011 0.008 -0.016
N 0.568479 -1.589099 6.442677 0.000 0.001 0.031
C 0.557611 -1.872538 7.861687 0.009 0.003 -0.009
C 1.173383 1.242991 2.345649 0.025 0.057 0.013
C -0.228376 1.836556 2.403151 -0.025 0.014 -0.002
C 2.214616 2.269939 1.907558 0.002 0.009 0.013
C -0.877431 0.671757 -4.417757 0.045 -0.013 -0.009
H 0.042568 0.628214 -8.346440 -0.002 -0.001 -0.001
H -0.683675 1.732170 -7.184206 0.006 0.000 -0.002
H 0.723252 0.771674 -6.728382 -0.001 0.001 0.001
H -2.014685 -0.394543 -7.466769 -0.002 0.001 0.006
H -0.612391 -1.321336 -7.014826 0.002 0.003 0.003
H -1.436327 -1.328062 -4.933563 0.002 0.000 -0.010
H -3.312248 0.920937 -5.705934 -0.006 -0.019 -0.012
H -3.720820 -0.792861 -5.532566 0.000 -0.011 0.001
H -4.077030 0.735368 -3.335970 0.007 0.024 -0.010
H -3.087759 -0.718648 -3.144041 -0.009 0.009 0.010
H -2.224420 2.888756 -2.708194 0.003 0.002 -0.016
H -0.924302 -0.955792 -2.197826 0.002 -0.006 -0.002
H -1.297441 -0.015223 0.525590 0.000 0.009 -0.013
H -0.503461 -1.512081 0.018928 0.009 -0.005 -0.010
H 1.544129 -0.264351 -0.557034 0.002 -0.009 0.010
H 0.741994 1.260094 -0.151725 -0.006 0.002 0.006
H 4.112404 -1.857349 2.805419 -0.002 0.001 -0.002
H 4.740979 -2.379309 5.130681 -0.002 -0.003 -0.005
H -1.451655 -1.025839 6.075677 -0.004 0.001 -0.002
H -0.404689 -1.574505 8.271388 -0.001 -0.002 0.000
H 0.714478 -2.935235 8.041444 0.000 0.000 0.000
H 1.349787 -1.314137 8.356695 -0.002 0.000 0.002
H 1.439062 0.906414 3.345069 0.001 -0.020 -0.008
H -0.231087 2.704119 3.064803 0.003 -0.003 0.006
H -0.568222 2.169020 1.419524 0.005 -0.008 -0.001
H -0.930918 1.101609 2.794962 0.004 -0.001 -0.001
H 2.233963 3.100978 2.613906 -0.003 -0.004 -0.001
H 3.209917 1.824636 1.874078 -0.003 -0.004 -0.002
H 1.986005 2.682831 0.923665 -0.002 -0.010 -0.005
H 0.019801 0.248965 -3.961201 -0.010 0.013 0.006
H -0.572246 1.576576 -4.938553 -0.019 0.001 -0.011

***

Record 2
60
Properties=species:S:1:pos:R:3:forces:R:3 method="wB97M-V/def2-TZVPD" orbital_gap_ev=9.6 e_homo_ev=-9.12 e_lumo_ev=0.52 multiplicity=1 de_lowest_kj_mol=9.5 smiles="CC[C@@H]1CC[C@@](O)(C(=O)NCCN(C(=O)c2ccnc3c2ncn3C)C(C)C)C1" total_energy_ev=-35875.3025
C 1.300784 4.662451 -5.199985 -0.071 -0.010 -0.124
C -0.013032 4.831946 -4.445522 0.141 -0.021 0.138
C -0.609612 3.503925 -3.970024 -0.165 0.115 0.064
C -1.737618 2.938386 -4.837202 0.109 -0.087 -0.089
C -2.321367 1.831896 -3.964583 -0.002 0.004 0.001
C -2.307289 2.420926 -2.527627 -0.006 0.006 -0.003
O -3.579587 2.911491 -2.167815 -0.003 0.003 0.001
C -1.920502 1.359382 -1.495963 0.010 0.006 0.009
O -2.737684 0.974674 -0.667968 0.000 -0.007 -0.008
N -0.666305 0.870045 -1.555642 -0.002 0.004 0.003
C -0.199253 -0.126996 -0.609227 -0.004 0.003 -0.003
C 0.070559 0.493519 0.759945 0.011 -0.003 0.001
N 0.454080 -0.516174 1.734915 -0.012 -0.007 0.002
C 1.724635 -0.972846 1.654309 0.007 0.007 0.013
O 2.527440 -0.541802 0.836942 -0.001 -0.003 0.000
C 2.171027 -2.054571 2.599853 -0.006 0.008 -0.011
C 3.246845 -1.842673 3.447622 0.005 0.002 0.002
C 3.731014 -2.872516 4.260695 0.007 0.009 0.002
N 3.238351 -4.108195 4.284074 -0.002 -0.005 0.001
C 2.222919 -4.284560 3.455337 -0.008 -0.013 0.009
C 1.636790 -3.338637 2.603083 -0.001 -0.004 -0.001
N 0.590312 -3.910287 1.900708 0.003 -0.001 -0.011
C 0.566227 -5.144489 2.319640 -0.005 -0.001 0.016
N 1.512750 -5.446341 3.255570 0.006 0.004 -0.013
C 1.761734 -6.716901 3.900859 0.002 -0.003 0.002
C -0.513990 -0.887651 2.776972 0.008 -0.006 -0.011
C -1.811065 -1.398869 2.161618 0.008 0.003 0.003
C -0.750357 0.274691 3.736548 0.001 0.005 0.001
C -1.300187 3.593447 -2.603510 0.001 -0.012 0.002
H 1.687848 5.619280 -5.551697 0.001 -0.001 0.000
H 2.058273 4.211266 -4.556278 0.001 0.001 -0.001
H 1.177512 4.013839 -6.070288 -0.002 0.000 0.000
H 0.164755 5.476077 -3.579652 0.000 0.001 -0.001
H -0.746210 5.353674 -5.066475 0.001 0.001 0.000
H 0.196571 2.757793 -3.923633 -0.002 -0.004 0.001
H -2.481928 3.723056 -5.001006 -0.006 -0.002 0.004
H -1.402359 2.584190 -5.813524 0.001 0.004 0.001
H -3.335714 1.536736 -4.226757 -0.001 0.001 0.002
H -1.684780 0.944881 -4.021760 -0.001 0.002 0.000
H -3.901287 2.313523 -1.471217 0.003 -0.001 -0.002
H -0.019773 1.264215 -2.217286 -0.003 -0.003 -0.002
H -0.958732 -0.903039 -0.515411 0.002 0.000 0.001
H 0.713701 -0.575382 -0.995227 0.000 -0.002 -0.001
H 0.869316 1.231592 0.672858 -0.006 -0.001 0.000
H -0.831802 0.991877 1.106867 -0.001 0.002 0.000
H 3.729049 -0.874928 3.470926 0.000 -0.001 -0.002
H 4.567376 -2.681610 4.922699 -0.002 -0.001 -0.003
H -0.132587 -5.895485 1.980419 0.001 0.001 -0.001
H 0.983179 -7.417353 3.607632 0.000 0.000 -0.001
H 2.732923 -7.111546 3.605671 0.000 0.001 0.001
H 1.748786 -6.594224 4.982245 -0.001 0.000 0.000
H -0.062218 -1.700439 3.340858 -0.006 0.002 -0.001
H -2.502421 -1.687778 2.954703 -0.002 0.002 -0.002
H -2.299335 -0.632760 1.555048 -0.004 -0.001 0.001
H -1.611708 -2.272522 1.542152 0.000 -0.002 -0.001
H -1.407361 -0.043007 4.547024 -0.001 0.003 0.002
H 0.190280 0.618237 4.169195 -0.001 0.000 0.002
H -1.229563 1.117877 3.236198 0.000 -0.001 0.004
H -0.603301 3.621109 -1.763630 -0.001 0.002 0.000
H -1.896136 4.507582 -2.564295 -0.003 0.000 0.002

***

Record 3
57
Properties=species:S:1:pos:R:3:forces:R:3 method="wB97M-V/def2-TZVPD" orbital_gap_ev="5.2 / 4.4" e_homo_ev="-5.43 / -4.59" e_lumo_ev="-0.22 / -0.14" multiplicity=3 de_lowest_kj_mol=695.5 s2=2.02 total_energy_ev=-59990.3301
O -0.270689 1.331387 -3.459443 -0.413 1.800 -0.797
C 0.580363 1.820711 -4.500122 1.448 -1.151 -0.322
C -0.185163 3.049479 -4.852065 -0.899 -0.314 -0.796
H 0.697897 0.997146 -5.212710 -0.269 1.300 -0.262
H 1.600267 2.019183 -4.283181 1.013 0.183 1.180
C -1.299000 2.369930 -3.959428 0.001 -0.743 1.353
H -0.246779 3.230823 -5.971859 -0.661 -0.195 1.419
H 0.203023 3.949377 -4.365149 -0.046 -0.204 -0.114
C -2.361846 1.512893 -4.700969 -0.686 0.436 0.538
H -1.917635 0.624715 -5.210816 -0.144 1.295 0.372
H -2.900632 2.167719 -5.434166 0.204 -0.730 0.601
H -3.070515 1.037380 -3.959282 0.610 0.867 -0.878
C -1.692207 3.235524 -2.678138 -0.340 -0.438 -0.280
H -0.739219 3.612950 -2.217689 -0.827 -0.375 -0.563
H -2.196454 2.584906 -1.860102 0.618 1.156 -1.614
H -2.307467 4.154312 -2.975775 0.595 -1.407 0.458
Tm 0.374664 -0.944279 -1.973980 0.332 1.142 -0.475
C 1.161291 0.482751 0.183062 0.878 -0.450 0.510
C 2.090376 -0.606561 0.016413 1.400 2.308 0.792
C 2.802245 -0.339579 -1.213021 -0.113 0.193 0.561
H 2.612437 -1.039855 0.885584 -0.512 0.487 -0.533
C 2.285050 0.849737 -1.768942 0.741 -0.046 0.140
C 1.269181 1.340778 -0.906139 0.408 0.901 0.010
H 0.840017 2.346759 -0.994729 -0.208 -0.763 -0.055
H 0.532441 0.606359 1.062955 0.194 0.061 -0.352
H 3.652706 -0.908010 -1.564475 -0.031 0.015 -0.075
H 2.737210 1.398007 -2.596911 -0.320 -0.330 0.143
C -1.161029 -1.357462 0.050048 -0.416 -0.736 0.106
C -1.588574 -0.093425 -0.391599 -1.024 0.445 0.222
C -2.207062 -0.235939 -1.650507 -0.131 -1.281 0.122
H -1.519216 0.862875 0.147707 -0.139 -0.697 -0.191
C -2.072667 -1.605976 -2.054145 -0.166 0.191 1.397
C -1.367935 -2.300035 -0.998526 -2.480 0.381 0.125
H -1.226606 -3.371432 -0.919592 0.070 0.215 -0.125
H -0.948602 -1.630251 1.091805 0.569 0.266 -0.620
H -2.901616 0.476465 -2.078564 0.579 0.063 -0.225
H -2.530219 -2.047507 -2.922138 0.152 -0.106 -0.192
O -0.060252 -1.763201 -4.529427 0.343 -0.769 -3.092
C -0.203567 -1.092920 -5.885206 0.860 2.160 1.121
C 0.513878 -1.844243 -7.007219 -0.016 -0.468 0.292
H 0.342297 -0.112353 -5.782150 -0.396 -1.815 -0.234
H -1.200297 -0.656330 -6.068358 0.039 -1.508 0.133
C 1.453729 -2.812466 -6.261073 0.184 -0.578 0.977
H 1.106685 -1.152204 -7.613277 -0.200 0.064 0.186
H -0.153754 -2.348731 -7.707784 -0.066 -0.157 0.289
C 1.083782 -2.652325 -4.732309 1.396 -0.299 1.121
H 2.535490 -2.585481 -6.395815 -0.817 0.007 0.012
H 1.326700 -3.882273 -6.558591 -0.072 0.929 0.150
H 1.905262 -2.169753 -4.126008 -0.247 -0.321 -0.922
H 1.024874 -3.671761 -4.235455 -0.874 1.214 -0.537
C 1.749783 -3.140276 2.921927 0.272 -0.393 -2.580
O 2.050242 -3.561347 1.174130 -0.908 -1.605 4.194
C 1.846101 -2.807514 0.161884 -0.725 1.850 -2.768
O 1.249723 -2.953475 -0.904156 0.989 -2.093 1.644
H 2.672418 -3.396200 3.446857 -0.002 0.148 -0.714
H 0.942719 -3.815818 3.209076 0.108 0.167 -0.586
H 1.481053 -2.083584 2.931240 0.144 -0.273 -0.268

***

Record 4
80
Properties=species:S:1:pos:R:3:forces:R:3 method="wB97M-V/def2-TZVPD" orbital_gap_ev="4.5 / 3.5" e_homo_ev="-4.97 / -4.97" e_lumo_ev="-0.43 / -1.43" multiplicity=2 s2=1.77 charge=-1 total_energy_ev=-197246.0658
C 6.464959 -1.183362 1.364134 -1.800 -0.546 0.851
C 4.896606 -1.151691 1.038367 2.206 -0.045 2.211
C 4.336992 -2.495332 1.677492 -0.113 1.176 0.187
C 4.326906 0.174541 1.704918 -0.251 -0.455 -0.690
C 2.764406 0.390544 1.447186 1.396 0.084 -0.788
I 1.735858 -0.502230 3.165279 -0.639 0.441 -0.286
C 2.390580 1.895683 1.416070 -0.068 -0.845 0.724
C 0.882431 2.278926 1.512237 0.050 -0.673 -0.067
O 0.611518 3.221676 2.175556 -0.253 0.791 0.642
C -0.211866 1.554276 0.749441 1.606 0.809 0.421
C -0.369051 1.824115 -0.564053 1.981 1.702 -1.254
C -1.342753 1.240662 -1.296024 -0.042 0.331 -3.086
C -2.167480 0.323384 -0.773719 -1.624 -1.347 -0.567
C -2.026860 0.044920 0.532367 -0.963 -1.345 1.585
C -1.087265 0.664572 1.281240 0.861 -0.378 2.859
C 2.457516 -0.319252 0.101202 0.543 -0.372 0.773
C 3.638551 -0.366078 -0.904767 -1.258 0.479 -1.147
C 3.046300 -1.059562 -2.151572 0.037 0.735 0.586
C 4.035760 1.041796 -1.376902 0.507 -0.254 0.240
N 4.796823 -1.149789 -0.422460 -1.940 -0.210 0.502
O 4.880198 -2.315547 -0.927053 0.793 -0.270 -0.438
H 6.901420 -2.032745 0.853864 0.181 0.047 -0.334
H 6.954179 -0.246691 1.125137 0.161 0.071 -0.044
H 6.547419 -1.446044 2.446547 0.265 0.423 -0.599
H 3.286367 -2.655208 1.465546 -0.149 0.056 -0.062
H 4.874559 -3.365758 1.325021 0.294 0.058 -0.145
H 4.415012 -2.454693 2.787490 0.031 0.040 -0.677
H 4.575723 0.089147 2.828469 -2.366 0.110 -9.385
H 4.932681 1.054560 1.331836 -0.622 -0.760 0.268
H 2.818767 2.434574 0.572847 0.100 -0.221 -0.282
H 2.859317 2.318070 2.303734 -0.245 0.438 0.092
H 0.308494 2.589251 -1.079052 -0.183 -1.112 0.761
H -1.505324 1.482492 -2.341214 0.108 0.429 -0.061
H -2.920934 -0.189021 -1.341168 -0.170 0.067 -0.268
H -2.655763 -0.671072 1.029408 -0.358 -0.185 -0.048
H -0.974898 0.433484 2.344841 -0.246 -0.199 -0.064
H 1.672201 0.169177 -0.449812 -0.539 0.519 0.149
H 2.077122 -1.318111 0.303958 0.173 -0.238 -0.125
H 2.218828 -0.383896 -2.497641 1.734 -0.067 0.318
H 3.793879 -1.114872 -2.932247 -0.100 -0.309 -0.292
H 2.581995 -2.014189 -1.916202 0.184 -0.279 -0.117
H 4.784995 1.491316 -0.733219 -0.001 0.147 0.125
H 3.178252 1.704805 -1.425182 -0.144 0.038 -0.059
H 4.481232 0.974226 -2.365180 0.090 0.042 -0.145
O -3.457308 -1.929257 -2.013797 0.188 -0.136 -0.096
Cl -3.732020 -3.251161 -2.578827 -0.329 0.121 0.301
O -2.492775 -3.801865 -3.070646 0.711 0.859 0.615
O -4.692226 -3.103526 -3.637453 0.058 0.285 0.015
O -4.266877 -4.103848 -1.548765 0.121 0.028 -0.012
C -4.581659 3.628058 -1.280618 0.137 0.030 0.349
Cl -4.620651 2.901166 -2.902098 0.068 0.045 -0.105
Cl -4.873065 2.435130 -0.023747 0.065 0.073 -0.111
H -3.604095 4.072023 -1.126696 0.042 -0.043 -0.085
H -5.347943 4.391686 -1.222965 -0.088 -0.072 -0.088
Cs 4.966746 0.115406 4.420508 2.022 0.265 8.893
Al 0.411003 -0.627877 -2.947259 -2.338 -0.138 -0.140
Br -0.237376 4.006605 -2.238193 -0.040 1.070 -0.710
O 1.156656 5.811230 3.686256 0.085 0.049 0.037
Cl -0.188460 6.352778 3.728003 -0.051 -0.083 0.037
O -0.183584 7.583548 4.487994 0.035 0.047 0.023
O -1.071857 5.399686 4.359892 0.064 0.007 0.007
O -0.641413 6.618096 2.382035 0.048 0.000 -0.044
C -1.611410 1.264770 4.600379 0.590 0.439 -0.353
O -0.953404 0.084347 4.565345 -0.162 -0.054 -0.109
H -2.635961 1.251702 5.066991 -0.026 0.063 0.282
H -1.141337 2.099287 5.150734 0.182 -0.117 0.223
H -1.835449 1.747538 3.624031 -0.053 -0.175 -0.074
Na -4.302010 0.484720 5.466661 -0.470 -0.140 -0.708
C -3.826351 -5.791767 -5.598983 -0.274 -0.065 -0.051
O -3.550173 -5.236101 -4.568090 -0.029 -1.228 -0.975
N -5.100834 -6.234538 -5.886603 0.091 -0.087 -0.069
N -2.892426 -6.036184 -6.593230 -0.068 -0.040 -0.034
H -5.353882 -6.697036 -6.737481 0.022 0.021 -0.027
H -5.803439 -6.070650 -5.190193 0.030 0.100 0.046
H -1.956085 -5.727233 -6.420334 -0.004 0.034 0.059
H -3.103994 -6.494988 -7.457343 -0.046 0.010 -0.007
C -6.957405 0.925744 2.031656 0.048 -0.103 0.035
O -7.493699 1.156163 0.945723 -0.048 -0.049 0.348
O -6.057784 0.014825 2.219470 0.106 0.110 0.184
O -7.186597 1.541929 3.137431 0.089 -0.049 0.082